[1]
{"formula": "C15H22N5O2S", "method": "wB97M-V/def2-TZVPD", "symbols": ["C", "N", "N", "C", "S", "C", "C", "C", "C", "N", "C", "N", "C", "O", "C", "N", "O", "H", "H", "H", "H", "H", "H", "H", "H", "H", "H", "H", "H", "H", "H", "H", "H", "C", "C", "C", "C", "C", "C", "H", "H", "H", "H", "H", "H"], "coordinates": [[-1.618954, -4.950023, 2.074173], [-1.307344, -6.299455, 1.686261], [-0.904534, -6.320581, 0.362494], [-0.991438, -4.953435, -0.024576], [-0.656448, -4.125096, -1.654430], [0.026799, -2.470707, -1.133892], [0.472801, -1.533571, -2.356422], [0.121302, 0.000442, -2.038784], [1.045952, 0.704447, -0.922686], [2.085864, -0.176159, -0.302638], [2.098974, -0.462186, 1.026670], [3.158444, 0.030706, 1.927793], [3.115206, -0.727040, 3.209326], [1.868111, -0.642110, 3.923310], [0.732533, -0.761669, 3.041327], [1.041787, -1.280231, 1.677724], [-1.397123, -4.041406, 0.986253], [-1.989150, -4.599580, 3.094378], [0.981243, -2.702135, -0.520419], [-0.682767, -1.912883, -0.415821], [-0.146965, -1.824110, -3.284118], [1.581100, -1.606339, -2.617552], [-0.990550, 0.062936, -1.728261], [0.190366, 0.647620, -2.994863], [0.347659, 1.028279, -0.060925], [1.565936, 1.609941, -1.401382], [2.793599, -0.639668, -0.887421], [2.921243, 1.028779, 2.067268], [3.376064, -1.842404, 3.098601], [3.951490, -0.289226, 3.874747], [-0.097117, -1.366162, 3.569317], [0.276931, 0.293007, 2.896490], [1.377950, -2.258933, 1.766425], [-2.156959, 4.266425, -2.877465], [-1.756519, 5.466992, -2.299001], [-1.632893, 5.567374, -0.916536], [-1.900533, 4.463349, -0.112278], [-2.297424, 3.261538, -0.690976], [-2.429917, 3.164002, -2.073135], [-2.256509, 4.189656, -3.954989], [-1.541411, 6.325682, -2.926229], [-1.327306, 6.505364, -0.465750], [-1.799731, 4.540263, 0.965316], [-2.504918, 2.399800, -0.063674], [-2.744843, 2.228509, -2.523650]], "atomic_forces_ev_per_a": [[1.3, -3.6, -2.1], [-1.2, 5.2, 1.1], [-0.9, 6.2, 0.0], [0.5, -1.1, 0.5], [-0.2, -0.4, 1.4], [1.4, 0.5, 1.4], [-1.0, 0.4, -0.3], [-0.5, 0.2, -0.5], [-1.9, -0.2, -0.3], [0.1, -0.3, 1.1], [0.4, -0.6, 2.3], [-4.1, -2.0, -1.6], [1.3, -0.4, 1.7], [0.3, 0.0, -1.4], [-1.3, 1.3, 0.6], [2.2, 1.8, 0.2], [0.2, -4.5, 0.6], [0.7, -0.5, -1.9], [-1.6, 0.3, -0.9], [0.9, -1.0, -1.4], [1.1, 0.5, 1.3], [-1.5, -0.3, 0.3], [1.8, -0.1, -0.3], [0.0, -1.2, 1.5], [1.3, -0.2, -1.4], [-0.6, -1.4, 1.1], [0.2, 1.1, 0.5], [1.0, -0.2, -0.3], [-0.3, 1.7, -0.5], [-1.6, -0.6, -0.9], [1.6, 0.6, -1.1], [0.8, -1.6, 0.1], [-0.6, 0.5, -0.8], [0.0, 0.0, 0.1], [0.0, -0.1, 0.1], [0.0, -0.1, 0.0], [0.0, 0.0, -0.1], [0.1, 0.0, -0.1], [0.1, 0.0, 0.0], [0.0, 0.0, 0.1], [0.0, -0.1, 0.1], [0.0, -0.1, 0.0], [0.0, 0.0, -0.1], [-0.1, 0.1, 0.0], [0.0, 0.1, 0.0]], "nbo_charge": [0.22, -0.24, -0.24, 0.30, 0.27, -0.53, -0.43, -0.42, -0.23, -0.64, 0.82, -0.59, 0.04, -0.51, 0.06, -0.67, -0.46, 0.23, 0.19, 0.24, 0.25, 0.21, 0.23, 0.24, 0.23, 0.25, 0.46, 0.43, 0.20, 0.24, 0.24, 0.18, 0.43, -0.21, -0.20, -0.21, -0.21, -0.24, -0.22, 0.22, 0.22, 0.22, 0.21, 0.20, 0.21], "de_lowest_kcal_mol": 0.0, "e_homo_ev": -11.4, "lumo_ev": -5.8, "orbital_gap_ev": 5.62, "multiplicity": 1, "e_tot_ev": -38279.6658, "total_charge": 1}

=====

[2]
{"formula": "C15H23BFeN6Si", "method": "wB97M-V/def2-TZVPD", "symbols": ["H", "N", "B", "N", "C", "Fe", "H", "C", "H", "C", "H", "C", "H", "H", "H", "N", "N", "N", "N", "C", "C", "H", "H", "C", "C", "C", "C", "H", "H", "H", "H", "H", "C", "Si", "C", "C", "C", "C", "H", "H", "H", "H", "H", "H", "H", "H", "H"], "coordinates": [[0.494679, 2.721748, 0.175795], [0.109240, 1.358875, -1.397804], [-0.251741, 0.216643, -3.632534], [0.110121, 1.470734, -2.789916], [0.403258, 2.735421, -3.126488], [-0.331544, -0.290973, -0.523866], [0.442223, 3.001583, -4.170813], [0.612429, 3.469442, -1.954383], [0.870853, 4.507486, -1.878023], [0.430299, 2.574567, -0.894534], [-0.183993, 0.399485, -4.811164], [-1.144589, -1.655546, 0.619546], [-2.073486, -1.458028, 1.184744], [-0.380643, -2.107467, 1.272421], [-1.398139, -2.404871, -0.149699], [-1.698624, -0.160995, -3.173253], [0.688692, -0.915382, -3.136031], [-1.932209, -0.356149, -1.807987], [0.729066, -1.222134, -1.767621], [-2.861262, -0.272472, -3.838697], [1.585168, -1.682740, -3.774278], [-2.872706, -0.143644, -4.909055], [1.703600, -1.576157, -4.840659], [-3.872948, -0.557775, -2.916502], [2.216158, -2.506001, -2.841100], [-3.252422, -0.601438, -1.660792], [1.662870, -2.190958, -1.597533], [-4.911111, -0.717449, -3.116013], [2.981353, -3.234911, -3.037071], [-3.679920, -0.797753, -0.678806], [1.867841, -2.597879, -0.616538], [-1.502727, 0.472901, 1.641773], [2.676369, -0.553941, 4.268735], [1.027479, 0.309404, 4.016816], [-0.295541, -0.613038, 5.006727], [1.150905, 2.088545, 4.589322], [0.496397, 0.303420, 2.227726], [-0.466747, 0.229010, 1.336825], [2.919727, -0.629989, 5.340193], [3.486893, 0.001870, 3.776043], [2.659317, -1.570559, 3.849936], [-0.160952, -0.481995, 6.089170], [-1.299110, -0.248628, 4.747230], [-0.275271, -1.691885, 4.797118], [2.086807, 2.546281, 4.242113], [0.315387, 2.667491, 4.174136], [1.118560, 2.165840, 5.684805]], "atomic_forces_ev_per_a": [[0.0, -0.1, -0.2], [0.9, 2.8, -1.3], [-0.4, -0.1, 1.0], [0.2, 0.3, 1.6], [0.0, -0.3, 0.8], [-1.3, -0.2, 1.9], [0.0, 0.2, 0.1], [0.0, -0.1, -0.3], [0.0, 0.1, -0.1], [-0.4, -0.8, -1.5], [0.0, 0.0, 0.0], [-0.4, -2.3, 0.0], [0.6, -0.1, -0.2], [-0.5, 0.0, -0.1], [-0.1, -0.1, 0.1], [-0.8, -0.3, 1.5], [0.6, -0.9, 1.5], [-1.2, -0.1, -1.8], [1.9, -1.6, -2.7], [0.1, -0.1, 0.8], [-0.3, 0.1, 0.7], [-0.1, 0.0, 0.0], [0.1, -0.1, 0.0], [0.4, 0.1, -0.2], [0.1, 0.0, -0.1], [1.2, 0.3, -0.9], [-0.9, 1.0, -1.3], [-0.2, 0.0, -0.1], [0.0, 0.0, -0.1], [0.2, 0.1, -0.4], [-0.1, 0.1, -0.1], [0.3, 0.2, -0.2], [0.1, 0.0, 0.0], [-0.2, -0.1, -0.6], [-0.1, 0.0, -0.1], [0.0, 0.2, 0.1], [-1.1, -0.3, -0.6], [1.2, 2.0, 2.9], [-0.1, 0.0, -0.3], [-0.2, -0.1, 0.1], [0.0, 0.2, 0.1], [0.0, 0.0, -0.2], [0.2, -0.1, 0.1], [0.0, 0.2, 0.0], [-0.2, -0.1, 0.1], [0.2, -0.1, 0.1], [0.0, 0.0, -0.2]], "nbo_charge": [0.24, -0.39, 0.55, -0.31, 0.02, 1.24, 0.22, -0.36, 0.23, 0.01, -0.03, -0.94, 0.21, 0.22, 0.20, -0.32, -0.31, -0.38, -0.40, 0.01, 0.03, 0.22, 0.23, -0.36, -0.36, 0.00, 0.01, 0.23, 0.23, 0.23, 0.23, 0.21, -1.11, 1.59, -1.10, -1.11, -0.49, -0.51, 0.23, 0.24, 0.24, 0.23, 0.24, 0.24, 0.24, 0.24, 0.23], "de_lowest_kcal_mol": 0.0, "e_homo_ev": [-6.5, -7.5], "lumo_ev": [0.7, 0.4], "s2": 6.13, "orbital_gap_ev": [7.19, 7.89], "multiplicity": 5, "e_tot_ev": -67808.4700}

=====

[3]
{"formula": "C15H23BrN4O3P", "method": "wB97M-V/def2-TZVPD", "symbols": ["N", "P", "C", "C", "N", "C", "C", "C", "C", "C", "N", "C", "C", "C", "C", "N", "Br", "H", "H", "H", "H", "H", "H", "H", "H", "H", "H", "H", "H", "H", "H", "H", "H", "H", "C", "C", "C", "O", "C", "O", "O", "H", "H", "H", "H", "H", "H"], "coordinates": [[4.188532, 0.445669, -2.487378], [3.277044, 0.147222, -1.245427], [1.785347, -0.830236, -1.670342], [1.374705, -1.279866, -2.872174], [0.190789, -1.932180, -2.640479], [-0.166757, -1.930114, -1.363827], [-1.404839, -2.598434, -0.846039], [-2.205624, -1.802629, 0.219820], [-3.603278, -1.349521, -0.291399], [-3.609275, 0.162215, -0.642890], [-3.562379, 0.340823, -2.100372], [-4.666163, 0.207564, -2.865229], [-4.223328, 0.468973, -4.150691], [-2.850722, 0.764386, -4.101649], [-2.446456, 0.666711, -2.779812], [0.819745, -1.269051, -0.754422], [0.945698, -0.967807, 1.069429], [4.259707, 1.457081, -2.570330], [3.978538, -0.616587, -0.282901], [2.798425, 1.320590, -0.634074], [1.898734, -1.146890, -3.807463], [-0.301741, -2.340338, -3.425105], [-2.065487, -2.707175, -1.715596], [-1.146304, -3.620672, -0.546881], [-1.697556, -0.923237, 0.611428], [-2.379334, -2.476513, 1.065748], [-4.292939, -1.463879, 0.554297], [-3.985586, -1.971786, -1.104179], [-4.505608, 0.641610, -0.238198], [-2.755907, 0.704875, -0.225153], [-5.648569, -0.046130, -2.501459], [-4.882403, 0.448358, -5.008406], [-2.220792, 1.006949, -4.946769], [-1.461390, 0.819380, -2.364060], [3.441528, 0.507303, 5.541414], [3.588221, 1.449036, 4.371598], [2.957571, 2.800152, 4.582677], [2.680326, 3.208243, 3.232624], [2.491459, 2.086713, 2.513691], [2.046441, 2.057832, 1.405230], [2.866410, 0.984095, 3.210365], [4.006109, -0.408964, 5.368277], [3.810532, 0.968553, 6.457189], [2.399334, 0.217108, 5.682892], [4.641039, 1.541721, 4.093203], [3.623581, 3.504584, 5.074280], [2.012623, 2.754261, 5.128543]], "atomic_forces_ev_per_a": [[-0.6, -0.1, 0.3], [1.2, 0.8, -1.0], [0.2, 0.0, 1.1], [0.5, 0.4, 0.6], [0.1, -0.3, -2.0], [0.0, -0.2, -0.1], [0.1, 0.6, -0.2], [-0.8, -0.8, -0.1], [0.4, 0.8, 1.3], [-0.2, -0.5, -0.8], [-0.3, -0.1, 3.5], [0.9, 0.4, -1.6], [-1.0, -0.2, -0.3], [0.6, -0.1, -0.3], [-0.3, 0.1, -1.7], [-0.1, 0.2, 0.6], [0.2, -0.1, -0.3], [0.1, -0.1, -0.4], [-0.8, -0.1, 0.2], [-0.3, -0.5, 0.4], [-0.4, -0.2, -0.1], [-0.4, -0.1, 0.4], [0.3, -0.1, 0.0], [0.0, 0.2, 0.2], [0.2, -0.2, -0.1], [0.2, 0.2, -0.1], [0.1, -0.2, -0.2], [0.1, 0.2, 0.0], [0.1, 0.0, -0.3], [-0.1, -0.2, 0.1], [0.2, 0.1, 0.2], [0.3, 0.1, -0.1], [-0.1, 0.0, 0.1], [-0.3, 0.1, 0.4], [-0.1, -0.4, -0.2], [0.0, -0.3, 0.7], [0.2, 0.2, 0.1], [-0.1, -0.2, -0.1], [0.0, 0.1, -0.1], [0.0, 0.0, 0.1], [0.0, 0.3, -0.2], [0.0, 0.0, 0.0], [0.0, 0.0, 0.0], [0.0, 0.2, 0.0], [0.0, 0.1, -0.1], [0.0, 0.1, -0.2], [0.0, -0.1, 0.0]], "nbo_charge": [-1.28, 1.29, -0.23, -0.01, -0.46, 0.46, -0.47, -0.41, -0.41, -0.20, -0.33, -0.08, -0.29, -0.29, -0.12, -0.39, 0.38, 0.38, -0.04, 0.02, 0.29, 0.46, 0.25, 0.26, 0.22, 0.23, 0.23, 0.22, 0.22, 0.20, 0.23, 0.23, 0.22, 0.21, -0.63, 0.06, -0.10, -0.47, 0.98, -0.62, -0.51, 0.23, 0.24, 0.22, 0.19, 0.22, 0.19], "de_lowest_kcal_mol": 7.6, "e_homo_ev": -10.8, "lumo_ev": -3.8, "orbital_gap_ev": 6.99, "multiplicity": 1, "e_tot_ev": -107354.0784, "total_charge": 1}

=====

[4]
{"formula": "C15H23Cl2F4NO8S", "method": "wB97M-V/def2-TZVPD", "symbols": ["C", "C", "Cl", "C", "Cl", "N", "C", "C", "C", "F", "C", "F", "F", "S", "O", "O", "F", "H", "H", "H", "H", "H", "H", "H", "C", "C", "O", "C", "O", "O", "C", "H", "H", "H", "H", "H", "H", "H", "H", "C", "C", "O", "C", "O", "O", "C", "H", "H", "H", "H", "H", "H", "H", "H"], "coordinates": [[-2.476625, -1.571988, -2.574346], [-1.350599, -0.497332, -2.164515], [-1.220874, -0.048196, -0.405531], [-0.523177, 0.089757, -3.163975], [0.675326, 1.322877, -2.595660], [-0.757863, -0.343974, -4.542448], [0.034594, -1.535774, -4.965416], [1.438633, -1.745556, -4.246774], [2.556866, -0.667233, -4.679913], [2.694509, -0.174845, -5.989834], [3.454673, -0.254237, -3.663664], [4.007958, 1.023409, -3.557853], [3.829789, -1.175339, -2.647044], [-0.763510, 0.938815, -5.676496], [-1.883752, 1.864564, -5.261032], [0.488292, 1.745823, -5.739012], [-1.237095, 0.295738, -7.151805], [-3.404334, -0.974201, -2.897581], [-2.178573, -2.200493, -3.468061], [-2.695152, -2.294991, -1.728478], [-0.563084, -2.498586, -4.812493], [0.195869, -1.476758, -6.105104], [1.851837, -2.749328, -4.639371], [1.384873, -1.876802, -3.113425], [2.145817, -1.146571, 4.199990], [2.807836, -2.151419, 3.276812], [2.617139, -1.790560, 1.903298], [3.418477, -0.816521, 1.445230], [4.271572, -0.242379, 2.076281], [3.088373, -0.572584, 0.167902], [3.804884, 0.513400, -0.418926], [1.094023, -1.014794, 3.933356], [2.210845, -1.475096, 5.238720], [2.619665, -0.165173, 4.119720], [2.341108, -3.129935, 3.411127], [3.871125, -2.267883, 3.502680], [4.883381, 0.384801, -0.308388], [3.482299, 1.456397, 0.028019], [3.570093, 0.536118, -1.474965], [-4.809789, 1.704865, 6.127786], [-4.998330, 2.359228, 4.772595], [-3.745605, 2.805274, 4.238470], [-2.979373, 1.851613, 3.690085], [-3.255663, 0.680100, 3.601983], [-1.836388, 2.421620, 3.277227], [-0.886378, 1.495870, 2.754715], [-4.268390, 2.370967, 6.804115], [-5.774190, 1.453553, 6.572696], [-4.220438, 0.788521, 6.044884], [-5.625532, 3.246808, 4.882294], [-5.503918, 1.692422, 4.069054], [-1.326005, 0.875657, 1.970969], [-0.490942, 0.873660, 3.560284], [-0.064276, 2.066692, 2.321823]], "atomic_forces_ev_per_a": [[0.2, 0.8, 0.1], [0.7, 0.3, -2.2], [-0.1, -0.7, -2.5], [-2.3, -0.6, 3.3], [-1.1, -1.2, -1.1], [1.6, 0.2, -0.4], [1.0, -1.2, -1.0], [1.5, -0.7, -1.8], [1.8, 0.3, 2.7], [-1.0, -0.6, 2.8], [-1.1, -0.5, -1.8], [-0.4, -3.4, -0.3], [-1.2, 2.6, -2.2], [-1.9, 7.2, 1.7], [2.5, -3.8, -1.4], [-2.3, -3.7, -0.9], [1.4, 0.3, 2.8], [1.3, -1.0, 0.7], [-0.1, 0.9, 1.1], [0.2, 1.2, -0.9], [0.6, 1.5, 0.0], [-0.2, 0.0, 1.7], [-0.9, 1.3, 0.5], [0.1, 0.7, -1.6], [0.0, 0.3, -0.1], [0.0, -0.1, 0.6], [0.3, 0.1, -0.3], [-0.2, 0.1, 0.0], [-0.2, -0.2, -0.2], [0.1, -0.2, 0.3], [0.1, 0.5, -0.1], [0.0, -0.2, 0.1], [0.0, 0.0, -0.1], [0.1, -0.1, 0.0], [0.0, 0.1, -0.3], [-0.1, 0.2, -0.2], [-0.1, 0.0, 0.1], [0.2, -0.1, 0.1], [-0.2, 0.0, 0.5], [0.3, -0.2, 0.1], [-0.5, -0.2, 0.4], [0.2, -0.1, -0.4], [0.0, 0.1, 0.2], [0.1, 0.4, -0.1], [-0.4, -0.1, 0.0], [0.4, -0.2, -0.2], [-0.2, 0.1, 0.0], [0.0, 0.1, 0.0], [-0.1, 0.0, -0.1], [0.3, 0.1, -0.2], [0.2, 0.0, 0.0], [0.0, 0.0, 0.3], [-0.1, -0.1, -0.1], [-0.2, 0.2, 0.1]], "nbo_charge": [-0.66, 0.04, 0.02, 0.06, 0.03, -0.67, -0.24, -0.49, 0.27, -0.31, 0.65, -0.30, -0.32, 2.36, -0.86, -0.81, -0.45, 0.25, 0.23, 0.25, 0.22, 0.24, 0.24, 0.27, -0.64, -0.07, -0.50, 0.98, -0.64, -0.50, -0.25, 0.21, 0.22, 0.23, 0.19, 0.20, 0.20, 0.18, 0.19, -0.64, -0.07, -0.49, 0.98, -0.65, -0.49, -0.25, 0.21, 0.22, 0.22, 0.19, 0.19, 0.19, 0.19, 0.20], "e_homo_ev": -9.6, "lumo_ev": -0.8, "orbital_gap_ev": 8.84, "multiplicity": 1, "e_tot_ev": -80542.3811}